# C9H18Cl2LuOS

A molecular structure, C9H18Cl2LuOS (ωB97M-V/def2-TZVPD, OMol25).

Last column: Löwdin charge in e.
Element x y z (Å)
Lu1 -3.493 -0.027 0.314  0.597
Cl1 -2.519 -1.488 1.926  -0.274
Cl2 -4.982 -0.345 -1.529  -0.322
C1 -0.069 -0.475 -1.880  -0.141
H1 -0.698 -1.290 -1.551  -0.016
H2 -0.541 0.434 -2.247  -0.018
C2 1.478 -0.126 0.114  -0.092
C3 1.237 -0.487 -1.388  -0.530
H3 1.656 0.917 0.353  0.047
C4 1.755 -1.927 -1.644  -0.208
H4 1.811 0.283 -1.976  0.119
C5 1.259 -2.906 -0.576  -0.227
H5 1.414 -2.316 -2.612  0.095
H6 2.849 -1.908 -1.636  0.096
C6 1.691 -2.517 0.833  -0.209
H7 0.165 -2.981 -0.602  0.100
H8 1.669 -3.899 -0.810  0.097
C7 1.252 -1.068 1.172  -0.284
H9 1.257 -3.215 1.560  0.097
H10 2.785 -2.565 0.899  0.098
H11 0.183 -1.090 1.420  0.034
H12 1.779 -0.735 2.079  0.099
C8 -1.495 3.288 2.099  -0.247
S1 -2.107 3.264 0.403  0.919
C9 -0.568 2.882 -0.464  -0.256
O1 -2.816 1.855 0.398  -0.851
H13 -1.568 4.335 2.415  0.046
H14 -0.455 2.950 2.138  0.055
H15 -2.126 2.648 2.723  0.060
H16 -0.568 3.520 -1.362  0.051
H17 0.276 3.173 0.177  0.048
H18 -0.511 1.814 -0.744  0.016

## Properties
* DFT total energy: -81171.836 eV
* HOMO-LUMO gap (alpha / beta): 3.853 / 3.237 eV
* multiplicity: 1
* LUMO level (alpha / beta): 1.94 / 2.02 eV
* charge: -1
* energy relative to the best compared isomer or geometry (same formula, charge and spin): 254.5 kJ/mol